[1]
This record from the Open Molecules 2025 dataset describes a molecular structure, C40H55Cl3F6GeN10O4SiTeY in a non-equilibrium geometry. The level of theory is ωB97M-V with the def2-TZVPD basis set.

Computed properties:
- multiplicity = 2
- expectation value of S² = 0.79
- E (hartree) = -7058.6171
- F_max (eV Å⁻¹) = 4.5
- relative energy (zero: lowest compared OMol25 entry of this formula, charge and spin) (kcal/mol) = 59.9
- frontier orbital gap (spin up / spin down) (eV) = 7.357 / 6.094
- E_LUMO (spin up / spin down) (eV) = -1.161 / -2.424

Last column: Mulliken charge in e.
Positions of all 122 atoms, in Å:
Y (1.2076, 0.9816, 0.7109)  0.36
C (-2.4418, -1.1504, 3.4914)  -1.12
Si (-1.7883, -1.1004, 1.7256)  0.01
C (-2.4042, -2.5959, 0.7264)  -0.77
C (-2.5722, 0.3268, 0.8056)  -0.26
N (-0.0236, -1.0274, 1.7860)  1.44
C (0.7024, -2.0316, 2.2747)  0.28
C (0.1349, -3.2550, 2.7580)  -0.72
C (0.8893, -4.2642, 3.2877)  -1.34
C (2.2779, -4.1202, 3.3899)  -0.75
C (2.8818, -2.9536, 2.9519)  -0.87
C (2.1332, -1.9343, 2.3904)  0.50
O (2.7547, -0.8073, 1.9220)  0.94
C (3.8851, -0.4131, 2.6807)  -0.32
C (5.1233, -0.3684, 2.0767)  -0.09
C (6.2084, 0.1263, 2.7868)  -0.79
C (6.0510, 0.5463, 4.0972)  -0.64
C (4.8095, 0.4424, 4.7095)  -0.92
C (3.7257, -0.0523, 4.0061)  0.09
H (-3.4313, -1.6146, 3.5100)  0.32
H (-2.5417, -0.1331, 3.8827)  0.33
H (-1.7918, -1.7137, 4.1673)  0.39
H (-3.4450, -2.4188, 0.4445)  0.42
H (-2.3531, -3.5591, 1.2411)  0.42
H (-1.8229, -2.6807, -0.2001)  -0.27
H (-2.7456, 1.2004, 1.4425)  -0.41
H (-3.5570, 0.0089, 0.4496)  0.50
H (-1.9819, 0.6266, -0.0664)  -0.21
H (-0.9388, -3.3707, 2.7184)  0.30
H (0.4114, -5.1696, 3.6401)  0.46
H (2.8833, -4.9117, 3.8114)  0.46
H (3.9515, -2.8230, 3.0430)  0.59
H (5.2424, -0.7060, 1.0562)  0.40
H (7.1758, 0.1936, 2.3049)  0.44
H (6.8932, 0.9593, 4.6379)  0.41
H (4.6789, 0.7724, 5.7313)  0.42
H (2.7478, -0.1303, 4.4664)  0.55
O (0.7225, 1.2323, 3.3743)  -0.49
H (-0.0096, 1.3464, 3.9879)  0.24
H (1.4905, 1.7014, 3.7624)  0.07
Cl (0.6818, 4.5929, 2.4221)  -0.24
Ge (-0.8150, 2.8202, 1.4927)  1.95
Cl (-2.0378, 4.2391, 0.3491)  -0.43
Cl (-2.0280, 2.8812, 3.4261)  -0.45
F (0.0286, 1.3541, -0.8041)  -0.72
N (1.1291, -1.0382, -0.5810)  0.15
C (0.8916, -1.7804, -1.4346)  -0.50
N (0.6229, -2.6264, -2.4043)  0.73
C (0.8521, -2.2551, -3.8067)  -0.15
C (-0.2956, -2.7717, -4.6877)  -1.21
C (-0.9598, -4.0148, -4.0733)  -0.35
C (0.0677, -4.8424, -3.3047)  -0.94
C (0.5507, -4.0655, -2.0801)  -0.64
H (1.8080, -2.6753, -4.1334)  0.59
H (0.9248, -1.1716, -3.8665)  -0.14
H (0.1159, -3.0138, -5.6689)  0.48
H (-1.0393, -1.9871, -4.8306)  0.44
H (-1.4227, -4.6123, -4.8586)  0.48
H (-1.7552, -3.7142, -3.3860)  0.09
H (0.9093, -5.0798, -3.9607)  0.35
H (-0.3597, -5.7868, -2.9691)  0.47
H (1.5289, -4.4303, -1.7506)  0.32
H (-0.1457, -4.1892, -1.2510)  0.35
C (2.5400, 1.4808, -2.4871)  -0.79
N (3.4963, 1.6473, -3.5799)  0.22
C (4.5256, 2.6054, -3.1530)  -0.70
N (5.2268, 2.1351, -1.9585)  0.23
C (4.2515, 1.9582, -0.8885)  -1.43
N (3.1885, 0.9722, -1.2497)  2.50
C (3.8704, -0.2948, -1.5984)  0.07
N (4.8570, -0.1466, -2.6641)  0.05
C (4.1581, 0.3740, -3.8472)  -0.57
C (5.8509, 0.8516, -2.2447)  -0.68
H (1.7487, 0.7903, -2.7853)  -0.40
H (2.0786, 2.4421, -2.2651)  0.22
H (4.0548, 3.5649, -2.9328)  0.34
H (5.2430, 2.7413, -3.9646)  0.35
H (3.7843, 2.9175, -0.6991)  0.40
H (4.7642, 1.6257, 0.0127)  0.03
H (3.1314, -1.0148, -1.9362)  -0.37
H (4.3569, -0.6958, -0.7120)  -0.49
H (3.4149, -0.3620, -4.1672)  0.17
H (4.8809, 0.5100, -4.6538)  0.39
H (6.5922, 0.9708, -3.0371)  0.34
H (6.3547, 0.4917, -1.3442)  0.35
C (-6.4289, 0.1265, 3.5438)  -1.47
C (-6.4460, 0.7980, 2.1932)  0.79
C (-7.3820, 0.4333, 1.2306)  -0.78
C (-7.4218, 1.0633, -0.0030)  -0.35
C (-6.5257, 2.0841, -0.2970)  -0.21
N (-6.6657, 2.7630, -1.5415)  -0.04
C (-5.6975, 3.4975, -2.1901)  0.13
O (-5.9541, 4.5485, -2.7382)  -0.67
N (-4.3892, 3.0160, -2.1456)  0.01
C (-3.8785, 1.7368, -2.4048)  0.78
C (-4.6168, 0.5642, -2.5667)  -0.18
C (-3.9473, -0.6286, -2.8074)  -1.22
C (-2.5640, -0.6214, -2.9155)  -0.36
N (-1.8612, 0.5047, -2.8261)  -0.20
C (-2.4928, 1.6366, -2.5778)  -0.64
C (-5.5740, 2.4493, 0.6484)  -0.10
C (-5.5377, 1.8046, 1.8770)  -0.43
H (-7.4320, -0.1886, 3.8314)  0.47
H (-6.0414, 0.7993, 4.3086)  0.36
H (-5.7925, -0.7603, 3.5294)  0.19
H (-8.0947, -0.3538, 1.4537)  0.40
H (-8.1648, 0.7746, -0.7395)  0.42
H (-7.5925, 3.1078, -1.7292)  0.28
H (-3.7158, 3.7549, -2.2635)  0.20
H (-5.6941, 0.5783, -2.5315)  0.52
H (-4.5071, -1.5493, -2.9243)  0.45
H (-1.9992, -1.5372, -3.0693)  0.32
H (-1.8665, 2.5225, -2.4888)  0.34
H (-4.8725, 3.2477, 0.4373)  0.49
H (-4.8002, 2.1128, 2.6120)  0.29
F (3.2266, 5.2384, 2.8852)  -0.34
Te (2.8038, 3.6044, 1.9683)  1.28
F (1.5978, 3.3345, 0.1448)  -0.71
F (3.5238, 4.6703, 0.5744)  -0.34
F (4.6600, 3.3637, 2.3131)  -0.43
F (2.6113, 3.1184, 3.8604)  -0.58
O (2.7774, 1.8281, 1.6830)  0.16

[2]
This record from the Open Molecules 2025 dataset describes 14 unconnected molecules or ions with the total composition C30H42BrCl39INO4P in a non-equilibrium geometry. The level of theory is ωB97M-V with the def2-TZVPD basis set.

Computed properties:
- total charge = -1
- E (hartree) = -22684.4972
- F_max (eV Å⁻¹) = 3.4
- frontier orbital gap (eV) = 6.568
- E_LUMO (eV) = 1.201

Last column: Mulliken charge in e.
Positions of all 119 atoms, in Å:
C (6.4382, 1.1056, 0.2248)  -1.28
C (5.0095, 1.0486, 0.9262)  0.39
C (4.5133, -0.4115, 1.1533)  -0.71
C (3.0499, -0.5296, 1.7394)  -1.59
C (2.0491, 0.6003, 1.2306)  2.02
C (1.9604, 0.6099, -0.3431)  -0.46
C (1.5480, 1.9708, -1.0027)  0.50
C (1.6014, 1.7486, -2.5833)  -1.19
I (0.0409, 0.4635, -3.3505)  -0.05
O (0.7675, -0.0258, 1.5921)  -0.88
P (-0.2909, 0.8818, 2.6040)  0.99
C (-1.3508, -0.6918, 2.8537)  -0.84
C (-2.9078, -0.4955, 2.8176)  -0.66
C (-3.4604, 0.5033, 3.8943)  0.06
Br (-5.3958, 0.1611, 4.1712)  -0.27
C (-1.3531, 1.6479, 1.2001)  -0.33
C (-1.6937, 0.9585, -0.0505)  -0.05
C (-2.5112, 1.7064, -1.0293)  -0.66
C (-2.8964, 3.0521, -0.6813)  -0.71
N (-2.6133, 3.7212, 0.4657)  -0.14
C (-1.8783, 3.0040, 1.3581)  -0.52
O (0.6884, 2.3511, 2.3970)  -0.74
C (2.0185, 1.9669, 2.0521)  -0.93
O (2.7899, 3.0689, 1.6023)  0.32
O (2.5823, 1.7249, 3.3804)  -0.63
H (6.3133, 0.7836, -0.8461)  0.28
H (7.1863, 0.4966, 0.7827)  0.36
H (6.6897, 2.2132, 0.1959)  0.24
H (5.0455, 1.6350, 1.8850)  0.21
H (4.3415, 1.6493, 0.2486)  -0.11
H (4.5844, -1.0078, 0.1998)  0.19
H (5.2063, -0.8731, 1.9137)  0.41
H (3.0149, -0.6511, 2.8471)  0.38
H (2.6176, -1.4818, 1.3183)  0.31
H (1.1580, -0.1248, -0.6189)  -0.40
H (2.8873, 0.2578, -0.8660)  0.42
H (0.5585, 2.3651, -0.6686)  -0.05
H (2.2899, 2.8018, -0.8251)  -0.02
H (2.6225, 1.3397, -2.8092)  0.50
H (1.4906, 2.7592, -3.0499)  0.55
H (-0.9984, 1.6928, 3.5623)  -0.44
H (0.4257, 0.4069, 3.7764)  0.68
H (-1.1136, -1.0791, 3.8879)  0.35
H (-0.9792, -1.4560, 2.1211)  0.27
H (-3.3312, -0.2069, 1.8261)  0.20
H (-3.3610, -1.5024, 3.0610)  0.57
H (-2.8599, 0.3900, 4.8280)  0.18
H (-3.3535, 1.5379, 3.4725)  -0.01
H (-1.3161, -0.0693, -0.2303)  0.50
H (-2.7477, 1.1902, -1.9805)  0.49
H (-3.4875, 3.6122, -1.4504)  0.30
H (-1.6225, 3.5201, 2.3189)  0.28
H (2.8492, 3.6475, 2.3814)  0.42
H (1.9253, 2.0647, 4.0132)  0.36
C (0.2426, -3.7125, -2.2678)  -0.07
Cl (-1.3309, -3.8594, -1.4721)  -0.14
Cl (1.3064, -2.6563, -1.3402)  0.01
Cl (0.9777, -5.3054, -2.4896)  -0.03
H (0.0902, -3.2675, -3.2463)  0.26
C (-6.8295, 3.8058, 3.4954)  -0.10
Cl (-8.0149, 5.0839, 3.1830)  -0.15
Cl (-5.2719, 4.1991, 2.7649)  0.05
Cl (-6.6435, 3.5391, 5.2299)  -0.09
H (-7.1936, 2.8867, 3.0469)  0.29
C (2.6869, -7.7163, -5.5042)  0.35
Cl (1.5209, -6.4141, -5.7645)  -0.10
Cl (4.2581, -7.2934, -6.1965)  -0.15
Cl (2.8457, -8.0787, -3.7752)  -0.12
H (2.3225, -8.6001, -6.0059)  0.05
C (4.3841, 5.8168, 0.4802)  0.63
Cl (5.4203, 4.9381, -0.6484)  -0.16
Cl (5.2104, 6.0541, 2.0239)  -0.09
Cl (3.8900, 7.3693, -0.2079)  -0.16
H (3.4926, 5.2213, 0.6576)  -0.23
C (-4.2800, 7.9953, 1.7257)  -0.05
Cl (-5.8467, 7.8993, 2.5415)  -0.12
Cl (-3.2003, 9.1028, 2.5887)  -0.15
Cl (-3.5502, 6.3968, 1.5820)  0.01
H (-4.4407, 8.3878, 0.7270)  0.29
C (0.1803, -11.3810, -6.3998)  0.60
Cl (-0.5167, -12.7572, -5.5430)  -0.11
Cl (1.0397, -10.3185, -5.2767)  -0.11
Cl (1.2607, -11.9313, -7.6866)  -0.14
H (-0.6296, -10.8142, -6.8529)  -0.28
C (-2.5144, 1.2944, -6.8432)  0.28
Cl (-3.1607, 2.9235, -7.0652)  -0.13
Cl (-3.4740, 0.4001, -5.6625)  -0.12
Cl (-2.4631, 0.4305, -8.3864)  -0.13
H (-1.4997, 1.3778, -6.4645)  0.08
C (7.9699, 5.0548, 4.8250)  0.06
Cl (7.3031, 6.6815, 4.6335)  -0.13
Cl (8.2439, 4.3034, 3.2509)  -0.09
Cl (9.4700, 5.1043, 5.7605)  -0.14
H (7.2489, 4.4532, 5.3689)  0.28
C (-1.4745, 2.6712, 6.9326)  -0.01
Cl (-2.1630, 1.3125, 7.8323)  -0.11
Cl (-0.6070, 3.7672, 8.0253)  -0.17
Cl (-0.4087, 2.0893, 5.6540)  0.03
H (-2.2887, 3.2232, 6.4721)  0.26
C (-5.0303, 3.2735, 10.4552)  0.00
Cl (-3.5394, 3.8212, 9.6847)  -0.06
Cl (-5.7487, 1.9417, 9.5426)  -0.11
Cl (-4.7249, 2.7873, 12.1284)  -0.14
H (-5.7340, 4.0993, 10.4637)  0.30
C (-4.3204, -11.1245, -6.8699)  0.04
Cl (-2.8132, -10.5709, -7.6167)  -0.13
Cl (-5.0418, -12.4262, -7.8211)  -0.12
Cl (-4.0375, -11.6500, -5.2090)  -0.10
H (-5.0148, -10.2910, -6.8500)  0.31
C (0.3520, 0.9301, -11.2613)  0.14
Cl (1.3692, 0.0420, -12.4024)  -0.13
Cl (1.1762, 1.1235, -9.7123)  -0.10
Cl (-0.1011, 2.5033, -11.9268)  -0.12
H (-0.5544, 0.3569, -11.0952)  0.21
C (-0.9942, -8.0474, -0.6746)  0.01
Cl (-1.6969, -9.4315, 0.1741)  -0.15
Cl (-0.1442, -6.9915, 0.4580)  -0.10
Cl (0.0950, -8.5940, -1.9569)  -0.03
H (-1.8003, -7.4809, -1.1300)  0.27

[3]
This record from the Open Molecules 2025 dataset describes a single C4H4IN molecule in a non-equilibrium geometry. The level of theory is ωB97M-V with the def2-TZVPD basis set.

Computed properties:
- E (hartree) = -507.0055
- F_max (eV Å⁻¹) = 3.6
- relative energy (zero: lowest compared OMol25 entry of this formula, charge and spin) (kcal/mol) = 155.3
- frontier orbital gap (eV) = 7.608
- E_LUMO (eV) = -1.103

Last column: Mulliken charge in e.
Positions of all 10 atoms, in Å:
C (1.1776, 0.5119, 1.5534)  -0.55
C (0.6948, -0.2867, 0.5107)  0.73
C (0.4978, 1.2215, 0.4548)  -0.60
C (-0.2221, -1.3302, -0.0222)  -0.19
N (1.2025, -1.3785, -0.3582)  -0.54
I (1.9019, -0.9420, -2.2884)  0.13
H (-0.5075, 1.3892, 0.5166)  0.27
H (1.0358, 1.9614, -0.1380)  0.27
H (-0.5785, -2.0261, 0.6116)  0.26
H (-0.8941, -1.2018, -0.8558)  0.23